Entry from the OMol25 dataset: the molecule C3H4N2O (wB97M-V/def2-TZVPD).

```
10
Properties=species:S:1:pos:R:3:nbo_charge:R:1
O 0.053 0.307 2.039 -0.66
C -0.024 0.167 0.701 0.45
C -0.672 -0.752 -0.084 -0.46
C -0.348 -0.349 -1.407 -0.03
N 0.409 0.734 -1.424 -0.28
N 0.590 1.038 -0.115 -0.37
H -0.331 -0.483 2.442 0.49
H -1.496 -1.307 0.320 0.22
H -0.621 -0.815 -2.349 0.21
H 1.079 1.872 0.159 0.41
```

**Largest force on an atom**: 0.01647 hartree/bohr
**E_HOMO**: -8.8 eV
**Orbital gap**: 0.348 Eh
**Net charge**: 0
**ΔE to the lowest compared entry with this formula, charge and spin**: 1.2363 eV
**SMILES**: Oc1ccn[nH]1